(1)
Formula: C5H36N2O12
Source: OMol25
Level of theory: ωB97M-V/def2-TZVPD

CARTESIAN COORDINATES (ANGSTROEM)
H  -1.25744  -0.45994  -3.75161
O  -0.89970  -3.42267  1.15238
H  0.70211  -2.33640  -1.47633
H  3.32328  2.88431  1.54664
H  1.38178  2.13837  2.43753
O  0.24560  -1.47119  3.16732
H  -4.21776  1.52423  -0.17593
C  -2.70286  2.79252  0.88499
O  0.62890  2.42177  -0.48144
H  2.95011  1.48195  1.15823
H  3.66900  0.84944  -0.82018
O  1.41089  -3.20169  1.37005
H  4.94337  -0.78924  0.42613
H  2.71302  -0.12366  -1.39511
H  0.88278  -1.60161  0.21608
H  -1.94050  1.37992  -1.28652
H  -2.20764  -1.00969  0.90758
O  -3.00345  -2.68882  -0.97048
H  -1.92131  -1.84052  -4.04448
O  -0.64184  1.59186  -3.39983
O  4.58802  -0.09019  0.91688
H  -2.45336  3.45083  0.01710
H  0.76460  -2.71661  1.83434
H  0.94824  1.83360  3.77078
H  -0.71407  -4.42972  1.16758
O  2.63190  2.23480  1.40235
C  -3.25447  1.38135  0.49386
H  -2.47195  -3.30821  -1.48635
H  1.86364  -2.08590  -3.79513
O  0.71630  1.77362  2.96585
H  2.99040  -1.25325  -3.50781
H  -3.49241  3.34973  1.34735
O  -1.12276  -1.39575  -3.74812
H  -3.95082  -2.96635  -1.06779
H  1.39658  2.19839  0.10624
C  0.23256  -1.73264  -0.68995
H  4.38102  -0.40096  1.81697
H  -0.94509  3.76411  1.64471
H  -1.52967  -1.26080  -1.81866
N  -0.92375  -1.19099  -0.84686
N  -1.28915  2.89733  1.55949
H  0.34802  -1.87056  3.91984
H  -0.71041  2.31805  0.90096
H  0.62160  -0.60899  3.02148
H  -0.34289  2.42528  -2.96823
H  1.05335  2.14804  -1.24235
O  2.76146  0.69716  -0.92726
C  -1.78146  -0.43371  0.02943
O  2.07063  -1.33369  -3.27862
H  -0.45660  1.86199  -4.35885
H  -1.26352  2.23275  2.29102
H  -0.94156  -3.24864  2.10764
H  1.84885  -3.91080  1.89520
H  -3.42406  0.77711  1.40622
C  -2.20751  0.77468  -0.34429

Atoms 1-3, force components in eV/Å:
H -0.212 1.163 -0.319
O -1.339 -2.746 0.652
H -0.581 0.427 0.052

The HOMO-LUMO gap comes out at 9.83 eV. Its energy above the lowest of the compared OMol25 structures with the same formula, charge and spin is 385.1 kJ/mol. As for the charge: +2. As for the lowest unoccupied orbital energy: -0.200 Eh. The highest occupied orbital energy is -0.5608 hartree. The value obtained for the molar mass is 316.35 g/mol.

=====

(2)
Formula: C6H15N3
Source: OMol25
Level of theory: ωB97M-V/def2-TZVPD

CARTESIAN COORDINATES (ANGSTROEM)
N  -3.53688  -0.20372  -0.25335
H  -3.74707  0.62080  0.34674
C  -1.01557  0.54191  -0.02969
N  1.31826  1.06894  0.41531
C  0.38930  0.40773  -0.54159
H  0.53606  0.94993  -1.44300
H  0.44725  -1.57682  -1.36327
H  0.43445  -1.37174  0.42399
H  0.91198  1.23266  1.34509
C  0.79447  -1.02538  -0.52241
H  -1.89246  -1.59641  -0.54391
H  -3.93470  -1.01904  0.16869
H  -0.92330  -0.73818  1.71429
H  3.55832  0.73621  0.33335
H  2.77182  -0.63713  -1.42944
N  -1.56731  -0.09946  1.17677
H  1.56962  2.04088  0.21070
C  -2.08625  -0.56846  -0.10528
C  2.38250  -0.83549  -0.42499
C  2.60062  0.29330  0.59136
H  -1.53210  1.46076  -0.02630
H  2.71486  0.01808  1.63648
H  2.88043  -1.74654  -0.04038
H  -3.98118  0.01584  -1.18818

Atoms 1-3, force components in eV/Å:
N 0.185 1.329 -0.186
H 0.115 -0.620 -0.099
C -2.440 -0.890 0.198

The HOMO-LUMO gap comes out at 12.12 eV. Its energy above the lowest of the compared OMol25 structures with the same formula, charge and spin is 177.4 kJ/mol. The structure (SMILES) is [NH3+][C@@H]1N[C@H]1[C@@H]1CCC[NH2+]1. As for the charge: +2. As for the lowest unoccupied orbital energy: -0.236 Eh. The highest occupied orbital energy is -0.6815 hartree. The value obtained for the molar mass is 129.21 g/mol.

=====

(3)
Formula: C4H8N2O
Source: OMol25
Level of theory: ωB97M-V/def2-TZVPD

CARTESIAN COORDINATES (ANGSTROEM)
O  0.93449  0.76798  2.66568
H  0.71034  -2.69450  -0.84999
H  0.28983  -2.56541  0.90404
C  0.63346  -2.03413  0.00749
C  -0.07275  -0.78029  -0.34268
H  -1.24255  1.40066  -2.30701
C  -0.25216  1.35340  -0.50679
H  -1.48558  -1.20377  -1.96461
H  1.65727  -1.83061  0.34502
N  0.14204  0.40025  0.32448
N  -0.91887  0.83409  -1.54094
H  0.18513  1.11438  3.16218
H  0.00884  2.38738  -0.35148
C  -0.74632  -0.55192  -1.52859
H  0.49458  0.55219  1.70353

Atoms 1-3, force components in eV/Å:
O -1.076 -0.266 -1.067
H -0.234 -0.151 0.048
H -0.618 -0.007 -0.381

The HOMO-LUMO gap comes out at 9.83 eV. Its energy above the lowest of the compared OMol25 structures with the same formula, charge and spin is 157.9 kJ/mol. The structure (SMILES) is Cc1c[nH]cn1.O. As for the lowest unoccupied orbital energy: 0.025 Eh. The highest occupied orbital energy is -0.3367 hartree. The value obtained for the molar mass is 100.12 g/mol.

=====

(4)
Formula: C27H57BFN3O17S7
Source: OMol25
Level of theory: ωB97M-V/def2-TZVPD

CARTESIAN COORDINATES (ANGSTROEM)
H  1.18906  0.02844  -3.55956
H  -0.32330  -2.77863  8.26861
H  -1.68373  2.84143  -3.07328
H  9.99479  -6.24262  5.43001
H  -0.13613  -2.82490  -7.39568
C  -5.34881  -3.72616  7.64753
H  8.72763  -7.69818  3.82330
H  -5.47171  8.82488  -6.13209
O  6.47416  0.71201  -0.56632
H  -6.20732  -4.35844  7.87693
H  -3.04748  3.19829  -4.44298
S  7.77309  -4.37909  3.33253
C  -1.33285  1.82699  -2.80948
C  7.28248  -1.67279  0.08329
C  6.08791  -4.05735  3.73525
H  -1.36508  -1.67813  -3.47076
C  -2.92460  0.54815  4.61379
H  3.69355  0.76802  -3.67828
H  9.18176  -6.64205  2.49637
S  5.95716  -0.60811  -0.37375
H  8.05174  -1.62729  -0.68355
H  0.58115  -2.26976  4.52784
B  -4.82579  2.04642  -5.22985
H  -0.32919  1.67391  -3.23320
C  -0.47882  -1.35883  -4.04668
H  -0.65968  0.86394  -0.91052
S  -2.60031  -2.23011  8.50411
H  -4.70424  5.92309  -1.89388
H  11.04052  -6.93823  4.17339
O  -3.69073  6.97207  -5.07363
H  0.46976  -1.38410  3.01446
H  -5.29057  -3.58201  6.56785
C  -2.38690  1.57420  -5.74142
H  -5.52176  -2.74861  8.09631
H  -3.22372  1.14852  -3.34967
H  1.66711  0.55072  4.07478
H  -0.08419  -2.26401  -4.52421
H  -0.62772  -1.02137  8.21605
O  -3.44859  -1.22115  7.94406
C  -5.96601  5.65652  -3.63407
O  5.65789  -1.25869  -1.79899
C  -3.36541  2.68861  -5.36742
C  -5.12441  9.15397  -5.15615
N  -2.26121  0.82978  -3.41267
C  1.68701  -0.43651  4.53440
O  7.91122  -4.41017  1.90599
C  -0.56469  -0.52469  -6.43585
H  -5.92288  9.63613  -4.59756
O  -5.85306  2.62419  -4.49324
O  4.83820  -0.84877  0.49011
H  -1.00818  -2.02282  6.79194
S  -1.32496  0.58511  3.87478
H  5.45035  -4.71118  3.14563
O  -5.09041  0.83949  -5.91051
N  -2.36721  2.14096  -8.16572
H  7.68262  -1.31318  1.02960
H  5.94357  -4.22419  4.79995
O  -0.75040  -0.73079  4.57575
H  -5.81803  4.55935  -1.78451
C  0.49718  -1.27072  4.09989
O  -0.62105  1.72420  4.37460
C  -0.97153  -1.99771  7.87901
H  -6.95406  5.25357  -3.84856
N  -0.78293  0.33842  -8.74347
H  -2.81434  0.53768  5.69628
H  -6.21784  1.92915  -3.92610
O  -2.54173  -2.45110  9.91570
C  -2.00539  1.43157  -7.11882
H  -3.41425  3.47779  -6.14025
C  4.57254  0.53317  -3.07574
O  7.83389  -5.87246  3.88948
H  -3.13287  0.76913  -0.74070
O  -5.96123  7.01272  -4.11999
O  -4.14416  8.19501  -2.94821
C  -1.06085  0.36094  -7.45578
O  -2.89971  -3.61960  7.77660
O  8.59684  -3.54221  4.14777
C  10.21301  -6.25321  4.36151
C  -1.89936  0.70634  -4.81413
S  -1.62643  1.51056  -9.47881
C  0.59089  -0.77219  -3.10376
O  -1.44706  0.34291  2.46899
H  -6.40854  6.22560  -1.59964
H  -4.90157  0.08899  -5.33064
H  -4.10074  -4.46252  9.25783
H  2.61959  -0.92279  4.24581
H  5.46416  0.61817  -3.69821
H  -3.45626  -0.33413  4.26682
C  -5.71055  5.58505  -2.14038
H  4.31702  -1.57983  -3.29914
H  -3.96143  -5.35350  7.75135
H  6.90387  -2.68483  0.19742
C  -2.62455  1.73203  -0.58758
C  -4.07192  -4.35478  8.17173
H  -4.28230  9.83472  -5.26478
S  -4.55630  7.75636  -4.24561
C  4.45829  -0.86295  -2.49210
H  0.11636  -0.49027  -2.15705
H  -3.19966  2.56219  -1.03552
H  10.53789  -5.25015  4.08721
H  -3.44632  1.45090  4.30152
H  -0.70527  2.63404  -0.90637
F  1.47836  -1.82537  -2.78227
H  -2.47305  1.92433  0.48392
H  5.88859  -3.01505  3.49081
S  0.61024  -1.80143  -6.91025
C  -1.22486  1.73234  -1.27818
H  -5.24558  5.05458  -4.18646
H  3.59440  -0.94645  -1.83251
C  -0.96370  -0.40418  -5.12767
H  4.65309  1.28503  -2.29109
C  8.98839  -6.67137  3.57055
H  1.68010  -0.29101  5.61587

Atoms 1-3, force components in eV/Å:
H -0.221 -0.177 0.163
H -0.061 -0.012 0.022
H 0.433 -0.213 0.093

The HOMO-LUMO gap comes out at 8.18 eV. As for the lowest unoccupied orbital energy: -0.020 Eh. The highest occupied orbital energy is -0.3209 hartree. The value obtained for the molar mass is 950.04 g/mol.

=====

(5)
Formula: C7H26BO4
Source: OMol25
Level of theory: ωB97M-V/def2-TZVPD

CARTESIAN COORDINATES (ANGSTROEM)
H  5.68241  28.95591  16.33781
H  3.63227  27.35306  13.97809
H  1.55179  24.57786  15.64478
H  4.05082  29.26673  10.20566
H  -1.35369  25.25163  15.96819
C  0.26304  26.20742  14.96892
H  5.56091  24.89137  14.01255
C  1.25700  25.58673  15.92965
O  3.02371  27.87228  13.37416
O  3.62472  27.35409  10.80431
H  5.43150  26.58980  13.04392
C  6.18188  28.99839  15.36872
H  3.29048  27.77043  12.38327
H  7.16655  30.29381  13.17488
H  -1.82708  26.18778  14.53036
H  0.87625  25.59648  16.95618
H  0.67834  25.42149  13.28219
H  6.09652  31.80488  13.34092
H  5.60808  30.22810  12.54522
H  4.11526  25.16919  12.89264
H  4.00204  31.10282  14.21826
H  2.14327  26.22083  15.96956
H  7.25615  28.94512  15.53383
H  0.06341  27.25174  15.22500
C  3.26434  28.49484  10.08755
H  2.12489  27.48969  13.49370
O  0.90942  26.26102  13.69465
H  3.16928  28.25076  9.01852
H  4.29859  26.11277  14.48004
C  -1.11246  25.46798  14.93059
H  2.35351  28.99895  10.46528
H  5.99792  31.14443  15.36346
O  4.26633  30.37983  14.79121
B  4.88831  25.71158  13.55347
C  6.17457  30.72023  13.33982
H  -1.06011  24.62487  14.24226
H  5.89224  28.16873  14.71907
C  5.68196  30.28727  14.74366

Atoms 1-3, force components in eV/Å:
H 0.024 -0.446 0.003
H 0.471 -0.708 -0.558
H -0.040 0.012 -0.076

The HOMO-LUMO gap comes out at 6.10 eV. Its energy above the lowest of the compared OMol25 structures with the same formula, charge and spin is 69.1 kJ/mol. As for the charge: -1. As for the lowest unoccupied orbital energy: 0.106 Eh. The highest occupied orbital energy is -0.1182 hartree. The value obtained for the molar mass is 185.09 g/mol.

=====

(6)
Formula: C15H25BrIO3P2Rh
Source: OMol25
Level of theory: ωB97M-V/def2-TZVPD

CARTESIAN COORDINATES (ANGSTROEM)
Rh  -0.89663  -0.55923  -0.31957
H  -2.33915  -0.81912  -3.81505
P  -0.23311  -0.87541  -2.57725
C  1.06751  -2.12781  -2.49515
H  0.80835  0.20248  -4.45385
H  -3.11063  2.38439  0.85238
C  3.37550  0.71373  1.12145
O  1.33820  0.20793  0.10651
C  0.49659  0.54371  -3.45414
H  -0.50120  -0.11519  2.94665
C  -0.29974  -2.10359  0.52416
C  -4.08018  -0.53816  1.51881
H  1.28549  -2.50582  -3.50353
H  -0.22893  1.35929  -3.54860
H  3.62545  2.67424  3.92744
H  -2.28657  -2.32425  -1.63185
H  -1.00204  -1.47237  -4.79086
H  -1.57150  -1.54225  2.98267
H  -4.58918  -0.40680  0.55449
C  3.83651  2.28808  2.93650
C  3.24172  1.10430  2.47241
H  -4.65804  -0.00990  2.29267
H  -1.78537  -2.49030  -3.55333
C  4.60114  3.07145  2.03734
H  -3.46527  1.99022  2.57202
C  -2.71723  1.91592  1.76421
O  2.78540  -1.53518  0.45876
H  -3.51725  -1.06592  -1.47060
H  -2.05117  -0.03800  3.85221
H  4.37516  1.11959  -0.74828
C  2.41988  -0.34543  0.52282
C  4.81381  2.62810  0.73123
H  5.38288  3.23208  0.03209
H  1.37319  0.89136  -2.89268
C  4.20479  1.45994  0.27676
C  -1.54996  -0.44520  2.96393
O  0.05947  -3.06338  1.06211
H  -3.02474  -2.01918  -0.06293
H  -1.78884  2.41437  2.07126
C  -2.66135  -1.53670  -0.97001
H  1.95941  -1.67279  -2.04429
H  5.04472  4.01259  2.35918
I  -2.75323  1.25236  -1.78559
H  -4.04237  -1.60621  1.76536
Br  2.14423  0.02744  3.59377
C  -1.46031  -1.47124  -3.79309
H  0.74001  -2.95020  -1.82984
P  -2.36543  0.14609  1.44128

Atoms 1-3, force components in eV/Å:
Rh 0.974 2.710 -0.496
H 0.215 -0.128 -0.036
P -0.348 0.008 -1.465

The HOMO-LUMO gap (alpha / beta) comes out at 6.83 / 5.40 eV. Its energy above the lowest of the compared OMol25 structures with the same formula, charge and spin is 0.0 kJ/mol. As for the charge: +2. As for the lowest unoccupied orbital energy (alpha / beta): -0.236 / -0.371 Eh. The highest occupied orbital energy (alpha / beta) is -0.4876 / -0.5693 hartree. As for the multiplicity: 5. The value obtained for the molar mass is 625.02 g/mol.